# 1
Below is C39H44FN8O9SSiY as an isolated structure, with properties calculated with wB97M-V/def2-TZVPD.

Calculated values
net charge: -2
relative energy (zero: lowest compared OMol25 entry of this formula, charge and spin): 1.176 eV
max |F|: 1.59 eV Å⁻¹
LUMO level: 3.37 eV

Cartesian coordinates (Å):
1 Y -0.234 -1.352 0.785
2 N 5.475 4.547 3.760
3 C 4.805 3.310 3.664
4 C 4.103 2.978 2.509
5 C 3.466 1.753 2.402
6 C 3.519 0.851 3.453
7 C 4.218 1.170 4.607
8 C 4.865 2.392 4.706
9 S 2.754 -0.730 3.316
10 O 3.484 -1.470 2.327
11 O 2.655 -1.238 4.661
12 N 1.318 -0.421 2.685
13 C 0.438 0.356 3.370
14 N 0.754 1.061 4.464
15 C -0.232 1.774 4.981
16 C -1.519 1.813 4.459
17 C -1.738 1.038 3.330
18 N -0.773 0.316 2.792
19 H 5.066 5.258 3.170
20 H 5.548 4.885 4.708
21 H 4.052 3.681 1.686
22 H 2.922 1.500 1.502
23 H 4.224 0.470 5.429
24 H 5.412 2.639 5.610
25 H 0.012 2.347 5.872
26 H -2.311 2.395 4.904
27 H -2.713 0.978 2.861
28 C -6.083 0.468 -3.440
29 C -5.386 1.810 -3.282
30 C -4.865 2.319 -4.613
31 C -4.194 3.667 -4.444
32 C -3.101 3.579 -3.416
33 C -2.038 4.447 -3.411
34 C -1.031 4.329 -2.456
35 F -0.015 5.229 -2.490
36 C -1.030 3.328 -1.532
37 C -2.100 2.424 -1.525
38 C -2.081 1.287 -0.571
39 O -1.017 0.962 -0.017
40 C -3.365 0.698 -0.338
41 C -4.356 0.935 -1.231
42 N -4.254 1.718 -2.331
43 C -3.153 2.570 -2.429
44 C -3.683 -0.137 0.870
45 O -4.793 0.027 1.402
46 O -2.779 -0.926 1.241
47 H -6.757 0.520 -4.296
48 H -6.679 0.188 -2.575
49 H -5.356 -0.325 -3.618
50 H -6.097 2.551 -2.890
51 H -5.701 2.378 -5.313
52 H -4.153 1.589 -5.012
53 H -4.941 4.409 -4.138
54 H -3.770 4.015 -5.389
55 H -1.968 5.232 -4.156
56 H -0.221 3.203 -0.829
57 H -5.310 0.460 -1.060
58 O -0.381 -6.402 4.428
59 C -1.361 -5.615 4.845
60 O -2.106 -5.920 5.752
61 C -1.525 -4.350 4.096
62 C -2.561 -3.449 4.271
63 N -2.374 -2.452 3.394
64 N -1.276 -2.660 2.656
65 C -0.755 -3.790 3.067
66 C 0.449 -4.246 2.305
67 O 0.967 -5.319 2.671
68 O 0.793 -3.496 1.355
69 H 0.072 -6.016 3.613
70 H -3.405 -3.481 4.936
71 H -2.996 -1.723 3.036
72 N -2.303 -2.875 -1.634
73 C -1.590 -2.456 -0.820
74 C 3.405 0.144 -0.883
75 Si 1.937 -1.022 -1.283
76 C 2.856 -2.696 -1.684
77 C 3.552 -3.156 -0.394
78 C 3.948 -2.663 -2.761
79 C 1.832 -3.762 -2.080
80 C 1.299 -0.234 -2.983
81 C 2.191 -0.360 -4.218
82 C -0.084 -0.757 -3.370
83 C 1.149 1.263 -2.712
84 H 4.146 0.172 -1.690
85 H 3.914 -0.176 0.029
86 H 3.059 1.168 -0.730
87 H 4.332 -2.461 -0.079
88 H 4.030 -4.130 -0.581
89 H 2.872 -3.286 0.445
90 H 4.664 -1.851 -2.617
91 H 3.557 -2.584 -3.773
92 H 4.520 -3.600 -2.715
93 H 1.077 -3.917 -1.307
94 H 2.335 -4.727 -2.240
95 H 1.308 -3.510 -3.005
96 H 2.155 -1.361 -4.650
97 H 3.237 -0.116 -4.025
98 H 1.831 0.330 -4.998
99 H -0.104 -1.833 -3.542
100 H -0.425 -0.264 -4.296
101 H -0.838 -0.570 -2.604
102 H 2.110 1.775 -2.657
103 H 0.629 1.441 -1.772
104 H 0.571 1.740 -3.519

Results of the Löwdin charge analysis, in e, for atoms 1 through 99:
1. Y 1.357
2. N 0.067
3. C -0.338
4. C -0.032
5. C -0.051
6. C -0.295
7. C -0.057
8. C -0.046
9. S 0.564
10. O -0.300
11. O -0.315
12. N -0.156
13. C -0.472
14. N 0.144
15. C -0.140
16. C -0.066
17. C -0.114
18. N 0.057
19. H 0.073
20. H 0.072
21. H 0.106
22. H 0.094
23. H 0.108
24. H 0.101
25. H 0.100
26. H 0.085
27. H 0.102
28. C -0.046
29. C -0.315
30. C -0.157
31. C -0.139
32. C -0.143
33. C 0.036
34. C -0.259
35. F 0.045
36. C 0.048
37. C -0.036
38. C -0.283
39. O -0.066
40. C -0.029
41. C 0.029
42. N 0.024
43. C -0.072
44. C -0.653
45. O -0.008
46. O -0.137
47. H 0.079
48. H 0.075
49. H 0.104
50. H 0.153
51. H 0.117
52. H 0.138
53. H 0.122
54. H 0.117
55. H 0.125
56. H 0.135
57. H 0.133
58. O 0.102
59. C -0.518
60. O 0.056
61. C -0.054
62. C 0.008
63. N 0.047
64. N 0.026
65. C -0.132
66. C -0.537
67. O 0.044
68. O -0.110
69. H 0.027
70. H 0.129
71. H 0.135
72. N -0.060
73. C -0.383
74. C -0.246
75. Si 0.679
76. C -0.662
77. C -0.130
78. C -0.126
79. C -0.119
80. C -0.651
81. C -0.125
82. C -0.135
83. C -0.147
84. H 0.014
85. H 0.002
86. H -0.004
87. H 0.063
88. H 0.076
89. H 0.042
90. H 0.062
91. H 0.046
92. H 0.068
93. H 0.054
94. H 0.075
95. H 0.060
96. H 0.060
97. H 0.066
98. H 0.069
99. H 0.057

# 2
Below is a 11-piece molecular cluster, C39H45F17INO35PS overall, with properties calculated with wB97M-V/def2-TZVPD.

Calculated values
net charge: +1
max |F|: 3.44 eV Å⁻¹
LUMO level: -3.37 eV

Cartesian coordinates (Å):
1 C -4.300 -4.327 0.863
2 C -4.698 -2.859 0.814
3 I -4.355 -1.867 2.684
4 C -4.313 -2.016 -0.407
5 N -2.862 -1.544 -0.522
6 C -2.495 -0.410 0.402
7 C -3.459 0.762 0.447
8 C -2.754 1.954 1.095
9 O -2.036 1.602 2.286
10 P -1.426 -2.804 -0.303
11 O -1.815 -4.174 -1.014
12 O -1.388 -3.160 1.255
13 S -2.706 -1.019 -2.226
14 O -2.474 -2.174 -3.045
15 O -3.892 -0.292 -2.576
16 C -1.300 0.199 -2.534
17 F -1.517 0.449 -3.866
18 F -1.557 1.370 -1.880
19 C 0.200 -0.253 -2.395
20 F 0.870 0.338 -3.438
21 F 0.352 -1.603 -2.555
22 C 0.973 0.182 -1.107
23 F 0.705 -0.598 -0.043
24 F 2.293 0.034 -1.390
25 F 0.758 1.469 -0.783
26 H -4.739 -4.875 0.032
27 H -3.240 -4.515 0.965
28 H -4.763 -4.741 1.758
29 H -5.784 -2.897 0.767
30 H -5.006 -1.183 -0.491
31 H -4.528 -2.619 -1.294
32 H -1.516 -0.009 0.128
33 H -2.348 -0.774 1.412
34 H -4.389 0.537 0.958
35 H -3.731 1.102 -0.553
36 H -2.033 2.379 0.395
37 H -3.473 2.729 1.325
38 H -1.155 1.329 2.033
39 H -2.646 -4.203 -1.508
40 H -1.049 -2.438 1.815
41 C 3.970 0.079 1.337
42 C 3.569 1.327 2.086
43 O 3.994 1.037 3.402
44 C 5.057 0.189 3.306
45 O 5.804 -0.055 4.187
46 O 5.133 -0.345 2.060
47 F 2.220 1.504 2.078
48 H 3.201 -0.694 1.398
49 H 4.209 0.264 0.294
50 H 4.052 2.243 1.742
51 C -1.577 1.126 -7.167
52 C -2.132 2.350 -6.473
53 O -2.825 3.001 -7.513
54 C -3.235 2.037 -8.396
55 O -4.047 2.192 -9.233
56 O -2.572 0.873 -8.159
57 F -1.139 3.160 -6.011
58 H -0.621 1.338 -7.649
59 H -1.464 0.271 -6.505
60 H -2.824 2.136 -5.656
61 C -1.033 -7.632 -1.848
62 C -1.821 -8.905 -2.066
63 O -3.092 -8.564 -1.507
64 C -3.238 -7.229 -1.629
65 O -4.260 -6.634 -1.502
66 O -2.064 -6.636 -1.921
67 F -1.308 -9.948 -1.389
68 H -0.569 -7.598 -0.862
69 H -0.271 -7.464 -2.604
70 H -1.952 -9.185 -3.112
71 C 5.578 2.779 5.979
72 C 6.652 3.079 4.961
73 O 6.785 4.482 5.060
74 C 6.441 4.833 6.338
75 O 6.676 5.876 6.833
76 O 5.797 3.808 6.949
77 F 6.260 2.759 3.697
78 H 4.579 2.885 5.552
79 H 5.675 1.793 6.423
80 H 7.613 2.606 5.166
81 C 3.157 -9.011 1.588
82 C 1.654 -8.925 1.682
83 O 1.256 -9.059 0.329
84 C 2.212 -9.811 -0.300
85 O 2.070 -10.317 -1.357
86 O 3.330 -9.878 0.455
87 F 1.240 -7.716 2.145
88 H 3.603 -8.042 1.379
89 H 3.621 -9.430 2.475
90 H 1.186 -9.712 2.276
91 C -3.436 7.453 0.606
92 C -2.472 6.571 1.362
93 O -2.989 5.269 1.103
94 C -3.604 5.329 -0.114
95 O -3.908 4.382 -0.760
96 O -3.816 6.605 -0.484
97 F -2.515 6.803 2.698
98 H -4.314 7.696 1.206
99 H -2.981 8.370 0.244
100 H -1.440 6.624 1.018
101 C -0.930 8.845 -3.697
102 C -0.514 9.342 -2.330
103 O -1.055 8.340 -1.476
104 C -1.098 7.181 -2.189
105 O -1.249 6.112 -1.705
106 O -0.942 7.420 -3.504
107 F -1.079 10.534 -2.028
108 H -1.933 9.183 -3.961
109 H -0.235 9.125 -4.484
110 H 0.563 9.404 -2.176
111 C -2.030 -0.268 5.954
112 C -0.854 0.648 5.699
113 O -0.138 -0.057 4.686
114 C -1.034 -0.787 3.997
115 O -0.825 -1.288 2.933
116 O -2.206 -0.872 4.662
117 F -0.070 0.782 6.786
118 H -1.795 -1.040 6.687
119 H -2.926 0.261 6.264
120 H -1.121 1.637 5.322
121 C 1.339 4.160 -4.256
122 C 2.312 4.553 -5.344
123 O 2.395 5.956 -5.174
124 C 2.149 6.221 -3.861
125 O 2.381 7.252 -3.326
126 O 1.603 5.143 -3.251
127 F 1.830 4.279 -6.580
128 H 0.305 4.246 -4.586
129 H 1.510 3.157 -3.871
130 H 3.307 4.116 -5.246
131 C 4.808 -3.669 2.616
132 C 3.392 -4.173 2.746
133 O 3.541 -5.560 2.528
134 C 4.805 -5.898 2.932
135 O 5.166 -7.005 3.132
136 O 5.565 -4.790 3.080
137 F 2.576 -3.651 1.786
138 H 5.072 -3.456 1.578
139 H 5.001 -2.787 3.221
140 H 2.938 -4.009 3.725

Results of the Löwdin charge analysis, in e, for atoms 1 through 99:
1. C -0.153
2. C -0.697
3. I 1.173
4. C -0.200
5. N -0.325
6. C -0.276
7. C -0.168
8. C -0.206
9. O -0.050
10. P 0.952
11. O -0.194
12. O -0.210
13. S 0.767
14. O -0.229
15. O -0.204
16. C -0.365
17. F 0.107
18. F 0.123
19. C -0.309
20. F 0.140
21. F 0.117
22. C -0.502
23. F 0.129
24. F 0.163
25. F 0.179
26. H 0.073
27. H 0.049
28. H 0.079
29. H 0.084
30. H 0.123
31. H 0.134
32. H 0.097
33. H 0.011
34. H 0.080
35. H 0.111
36. H 0.118
37. H 0.114
38. H 0.071
39. H 0.072
40. H 0.002
41. C -0.053
42. C -0.297
43. O 0.121
44. C -0.563
45. O 0.187
46. O 0.070
47. F 0.067
48. H 0.133
49. H 0.134
50. H 0.179
51. C -0.058
52. C -0.316
53. O 0.139
54. C -0.539
55. O 0.207
56. O 0.077
57. F 0.059
58. H 0.148
59. H 0.127
60. H 0.169
61. C -0.029
62. C -0.293
63. O 0.152
64. C -0.557
65. O 0.159
66. O 0.039
67. F 0.097
68. H 0.135
69. H 0.147
70. H 0.178
71. C -0.059
72. C -0.306
73. O 0.133
74. C -0.546
75. O 0.198
76. O 0.076
77. F 0.064
78. H 0.140
79. H 0.138
80. H 0.179
81. C -0.044
82. C -0.303
83. O 0.102
84. C -0.550
85. O 0.188
86. O 0.087
87. F 0.067
88. H 0.123
89. H 0.145
90. H 0.176
91. C -0.041
92. C -0.302
93. O 0.115
94. C -0.573
95. O 0.167
96. O 0.073
97. F 0.076
98. H 0.148
99. H 0.132